Density functional theory data (ωB97M-V/def2-TZVPD) for a 13-piece molecular cluster, C29H72F8N25O15 overall in a non-equilibrium geometry.

```
149
Properties=species:S:1:pos:R:3:forces:R:3
H -2.669603 0.541258 2.746926 0.027 -0.166 -0.330
H -1.630253 -4.146350 -2.503789 0.055 0.029 0.005
C 1.270823 5.228425 0.004437 -0.948 -0.134 0.102
H 3.502180 3.942941 -3.372661 0.036 0.020 -0.031
H 8.640846 -6.532357 8.968169 -0.013 0.042 0.008
O -3.418898 -1.741862 4.862251 -0.039 0.017 0.079
H 0.605067 -0.727421 -0.079830 0.232 0.479 0.120
C -6.349352 2.613572 -3.381666 0.051 -0.060 0.123
O -0.223908 -6.900136 4.560951 -0.080 0.079 0.032
H 0.521041 -9.102995 5.438716 -0.011 0.033 0.028
H 3.137731 -9.589778 7.438656 -0.161 0.082 0.319
N 5.079552 6.698390 -2.833283 -0.009 -0.006 -0.004
N 4.463249 2.632404 -9.111467 -0.054 0.105 -0.090
H 10.232536 -5.868945 8.868398 0.001 0.021 -0.014
C -1.393567 0.542786 -2.449146 -0.313 0.538 0.836
H -4.250480 0.317142 -0.375412 -0.030 0.078 -0.295
N 1.271584 -8.494337 5.172432 -0.085 -0.233 -0.012
H 0.902920 -0.251541 -1.746884 0.440 0.238 0.147
O 4.266239 -7.981848 5.962114 0.016 -0.022 -0.080
H -0.769348 -0.119174 -3.051614 0.000 0.169 -0.049
H 3.803803 3.370885 -8.951127 0.018 -0.034 -0.010
H 2.223432 -8.792592 5.302456 0.080 0.233 0.042
F -5.221674 2.099324 -3.945398 -0.006 -0.080 -0.016
C -2.859405 5.443855 -0.191755 0.220 0.401 -0.197
H -0.752035 -4.981602 -3.734999 0.074 0.038 0.027
H -1.730451 -0.833218 3.230926 -0.028 -0.033 -0.172
H -5.643784 1.740291 0.864245 0.167 0.108 0.025
H 1.792956 -5.545933 4.024104 -0.036 -0.042 -0.083
N -0.561019 -9.231111 9.721603 0.059 -0.056 0.076
H -4.743270 0.895094 3.673149 0.061 -0.031 -0.074
H -2.293138 3.163272 -1.337056 0.257 -0.091 -0.167
F -7.337408 3.003405 -5.500431 0.076 0.039 -0.131
N 10.118222 -5.284448 6.400471 0.022 -0.024 -0.039
N 4.010306 4.788049 -3.572970 -0.127 -0.108 -0.229
N -0.772582 -3.958007 1.262418 0.068 0.015 0.258
H 0.623791 5.239579 0.888675 0.229 0.087 0.039
O 2.291576 -1.770854 -2.943630 0.157 -0.364 0.068
O -0.757919 5.851251 -1.269593 0.613 -0.658 -0.034
H -5.573260 10.506566 0.310869 0.034 -0.013 -0.012
H -6.721670 4.047469 -1.802195 -0.006 -0.069 0.002
H -0.005249 -7.750856 -1.663717 0.010 0.031 0.024
C -2.038201 2.922454 -0.277858 -1.144 0.481 1.129
H 6.196316 0.468234 -7.488635 -0.009 0.012 0.021
O 0.878058 1.683791 -4.542821 0.190 0.088 -0.144
O -4.884643 7.627448 1.476430 -0.312 0.039 0.077
H -0.422573 4.424870 -5.444120 0.024 0.030 0.013
H -3.898472 1.572944 -1.605414 -0.029 -0.016 -0.129
F -4.837300 3.445278 -6.545957 0.066 -0.006 0.005
H -1.221422 -8.617433 10.158338 -0.008 0.021 -0.043
C 2.611657 -1.785936 -4.112540 -0.224 0.615 -0.409
C 0.938456 -7.262150 4.688729 0.206 0.053 -0.027
N 0.321370 -7.494313 8.477256 0.148 0.001 0.128
C 0.646105 6.114068 -1.061106 0.672 0.348 -0.173
H -3.564279 6.103233 0.327025 0.017 -0.314 -0.041
N 4.048767 -9.317040 7.769136 0.091 -0.061 -0.323
C -0.967534 0.390106 -0.967821 -0.669 -0.033 0.374
F -7.968083 4.263688 -3.854296 -0.048 0.010 0.020
C -2.686608 1.636445 0.244787 -0.500 -1.252 -1.339
H -6.307869 4.737861 -6.981369 0.032 -0.078 0.005
N 5.935801 -7.997485 7.499984 -0.118 0.108 -0.247
H 6.312488 -8.342706 8.360982 -0.043 -0.049 0.001
C -6.081878 3.172181 -1.977854 0.294 -0.212 -0.036
H 3.647175 -2.825500 -5.622657 -0.021 0.040 0.000
C -1.573137 6.234333 -0.289630 -0.861 -0.191 -0.217
H 3.659216 -3.533459 -4.043632 0.001 0.022 0.014
N -2.567359 -0.287032 3.326738 0.175 0.136 0.139
N -0.293332 3.561084 -4.954705 -0.328 0.133 0.121
C -5.194306 2.181009 -0.026138 -0.434 0.015 -0.573
H -0.562532 -10.204185 9.960600 -0.004 0.000 -0.024
H 0.966508 -7.175206 7.775116 -0.079 -0.028 -0.094
H 2.493159 -0.780138 -5.948895 0.037 -0.026 0.007
N -0.176685 -7.015072 -2.322310 -0.043 -0.094 -0.021
H -0.323402 -6.840949 8.879052 -0.057 -0.017 -0.061
O 0.542992 -2.159252 1.604730 0.249 -0.026 0.327
N 1.998168 -6.465292 4.376807 0.018 0.226 -0.091
H 6.130354 0.717720 -9.199570 -0.009 0.015 -0.002
N -1.762896 0.414077 0.053443 1.496 1.521 0.176
N 3.372407 -2.797237 -4.660458 0.058 -0.173 0.022
C -3.515897 -0.726708 4.177838 0.046 0.100 -0.167
C -4.005851 1.376251 -0.523596 0.268 -0.017 1.024
H -3.335988 9.880260 -0.128655 -0.063 0.023 0.016
O -1.289077 7.148814 0.448169 0.253 0.426 0.523
C -4.707957 8.685860 0.901720 0.430 0.087 -0.080
H -2.433331 0.235196 -2.537448 -0.038 0.057 -0.066
O 4.596529 2.251398 -6.879780 -0.098 0.051 -0.174
H 1.690601 -0.025836 -4.606937 0.074 0.109 -0.144
F -4.562734 5.617520 -6.588717 0.015 -0.044 0.025
H 5.369473 7.284028 -2.074006 -0.007 0.001 0.016
C 9.108005 -5.876528 7.100850 0.043 0.092 -0.032
H 5.297480 6.965289 -3.774854 -0.023 -0.027 0.061
H 2.955718 -6.752382 4.486142 -0.039 -0.094 0.178
H -1.244677 -4.778318 1.591839 0.030 -0.037 -0.041
H 4.731400 2.413973 -10.051540 -0.004 -0.019 -0.003
H 6.466041 -7.320023 6.966771 0.057 -0.065 0.132
C 4.728861 -8.406103 7.017064 -0.029 -0.100 0.165
C 0.511966 0.103068 -0.792891 -0.856 -1.478 -0.364
N 5.831091 0.969263 -8.277233 0.034 -0.039 0.001
C -5.868947 4.747342 -4.847017 -0.139 0.144 -0.193
C -0.909343 -5.942347 -1.881215 0.064 0.180 -0.035
O -6.282533 2.184135 -1.014955 0.097 0.133 0.039
H -0.957574 2.900109 -0.139977 0.064 -0.114 -0.270
H 4.218099 5.013832 -4.529628 -0.006 -0.075 0.130
H 0.193754 -7.088510 -3.249477 0.009 0.041 0.002
H -1.313813 1.568398 -2.828283 0.126 -0.018 -0.079
O 8.047237 -6.171944 6.578263 0.039 -0.024 0.037
O 4.127110 5.245296 -1.362144 0.184 0.248 -0.217
N 2.240161 -0.790853 -4.979941 0.064 -0.414 0.296
H 1.529873 3.975754 -6.648571 -0.040 0.040 0.047
C -6.894171 3.652275 -4.394856 0.014 -0.054 0.287
F -6.466413 5.959406 -4.735229 0.004 0.037 -0.049
H -0.408197 -4.310166 3.760253 -0.092 0.038 -0.021
H -0.852746 -3.715922 0.294596 -0.010 -0.040 -0.007
C 0.748256 2.723536 -5.168157 0.002 -0.020 -0.044
H -5.377172 -0.217201 4.844132 0.012 -0.031 -0.014
O -1.339617 -5.874365 -0.745699 -0.099 -0.173 -0.079
H 2.436106 2.541462 -6.313047 0.204 0.047 0.036
C -0.019788 -3.145761 2.049407 -0.239 0.022 -0.197
H -4.955641 3.232012 0.151606 0.001 -0.156 0.187
C 4.386367 5.554257 -2.512842 -0.035 -0.105 0.223
H -0.951330 3.303720 -4.238125 -0.009 0.013 0.055
O 1.139142 -9.586520 8.261524 0.016 -0.369 0.099
H -3.214355 5.236526 -1.206814 -0.055 -0.067 0.049
N -1.111616 -4.953190 -2.800948 -0.139 -0.076 -0.010
H -6.591264 9.410460 1.179020 0.006 -0.020 -0.012
N -5.699709 9.630023 0.777669 -0.130 0.002 0.030
N -4.639715 0.066642 4.229963 -0.132 0.057 0.112
H 1.116738 5.917154 -2.021224 -0.102 -0.047 -0.150
H 4.374975 -9.691079 8.638583 0.033 0.085 0.024
H -1.847422 4.384172 1.346347 -0.129 -0.218 0.099
H 1.040976 0.992815 -0.447745 -0.064 -0.008 0.051
C 4.940755 1.970683 -8.017807 0.019 -0.065 0.229
N 0.056873 -3.505887 3.373583 0.232 -0.243 0.062
H 2.263612 5.588551 0.264636 -0.015 -0.132 -0.093
H -5.034599 3.495918 -1.989559 -0.115 0.110 -0.029
H 0.834362 7.164852 -0.822990 -0.389 -0.036 -0.002
H 1.301563 4.195544 -0.340942 0.232 0.006 0.017
H -2.748478 8.348946 0.454792 0.088 0.039 0.065
F -4.778269 4.765275 -4.065484 0.018 -0.077 0.080
H 9.952398 -5.098924 5.428704 -0.021 0.007 0.008
H 0.595313 -2.912711 3.975549 -0.094 0.085 -0.009
C 0.350788 -8.815740 8.790514 -0.061 0.305 -0.227
C -2.596415 4.132676 0.583963 0.863 -0.134 -0.251
H 10.997791 -5.027827 6.804925 -0.013 0.008 0.019
N -3.505902 9.015222 0.346533 -0.148 -0.053 0.026
C -5.446430 4.622300 -6.321251 -0.083 0.085 0.003
H -3.468914 3.805527 1.151014 0.087 0.144 -0.196
N 9.367645 -6.108757 8.423757 -0.010 -0.068 0.000
N 1.637210 3.124323 -6.132940 0.059 -0.163 -0.022
F -7.254446 1.612470 -3.341928 -0.154 0.103 -0.049
```
Positions in Å, forces in eV/Å.

Output
E_LUMO   1.3 eV
Charge   -1
HOMO-LUMO gap   2.8 eV

Atomic partial charges in e from the Mulliken method, atoms 1 to 8: H 0.090; H 0.216; C -0.926; H 0.086; H 0.194; O -0.722; H -0.042; C 0.787

***

Density functional theory data (ωB97M-V/def2-TZVPD) for a 5-piece molecular cluster, C29H72N4O10P overall in a non-equilibrium geometry.

```
116
Properties=species:S:1:pos:R:3:forces:R:3
C 1.620970 1.026742 0.808087 -0.010 0.164 -0.374
C 3.442914 1.413410 3.951998 0.273 0.263 -0.310
C -5.735041 3.567826 3.667675 -0.240 -0.091 0.360
H -0.028543 -0.338676 -5.313037 0.113 -0.049 0.172
H 5.331418 0.411614 4.065397 -0.011 0.051 0.023
H 1.282744 0.723343 -0.185279 -0.020 0.006 0.120
H 6.546998 -8.330569 -3.746871 -0.006 0.096 -0.034
H -3.505977 0.940984 -3.150160 -0.343 0.469 1.454
C -8.757852 7.212492 4.185236 -0.083 -0.261 -0.222
H -0.987593 2.926747 0.370363 -0.610 -0.186 -0.228
P -2.222492 2.247180 0.172922 -0.804 -1.409 0.296
H 8.224221 -6.785807 -4.922215 -0.026 -0.017 0.038
H 6.613435 -8.350550 -1.992901 -0.122 0.017 -0.071
C -5.541010 5.443795 5.107483 -0.276 0.197 0.606
C -5.943459 0.866374 0.056165 -0.249 0.790 1.749
H -2.070281 0.035399 -1.098081 0.293 1.704 -0.010
H 1.183129 2.702881 4.628639 0.006 -0.108 -0.040
C -0.899774 -0.747014 -4.791799 -0.495 -0.182 -0.384
C 5.319641 -6.840276 -2.781707 -0.105 -0.499 0.073
H -1.567110 1.546869 -2.096607 -0.515 -0.651 1.036
H 10.886596 -4.393383 -1.983142 -0.003 -0.075 0.067
C 1.406223 2.710752 3.557305 0.210 0.158 -0.370
H -3.353756 3.140949 0.150671 0.934 -0.460 -0.027
O -0.910439 -0.348746 -3.421597 0.303 0.060 -0.183
H 2.961463 -4.772744 -2.257840 -0.090 -0.025 0.089
H -4.693747 -0.854935 -2.437006 -0.115 0.957 1.240
H 9.636877 -3.488540 -1.109382 -0.039 -0.025 -0.104
H -0.499422 1.849011 3.147351 -0.002 0.010 -0.010
H 5.808911 -4.383489 -2.469451 0.081 -0.059 -0.028
C -3.735548 1.115333 -2.047483 0.733 -0.781 0.042
C 6.597727 -7.686546 -2.862980 0.113 0.129 0.337
H 7.212064 -5.497318 -4.235742 0.041 0.120 -0.226
H 2.842342 -3.282060 -1.305422 0.024 0.028 -0.111
N 0.030677 -3.114735 -4.526681 0.042 0.231 -0.219
C 0.362167 -0.385693 -2.790094 -0.252 -0.022 0.196
H 5.220385 -4.253786 -0.802353 -0.006 -0.078 -0.055
H 10.194432 -5.821427 -3.637958 -0.119 0.000 0.154
H 2.897795 0.515248 3.639626 0.103 -0.198 0.136
C -1.057300 -2.259758 -4.997911 0.054 -0.076 0.422
H 2.488972 1.671669 0.670144 0.147 -0.164 0.069
C -4.587109 -0.147412 -1.550638 0.834 -0.358 -1.354
H -4.672057 3.648410 3.417563 0.017 0.035 -0.098
H 1.179655 -3.296387 -6.270168 -0.046 0.020 0.032
C -2.284024 1.128129 -1.332800 -0.843 0.276 -0.960
H 0.184191 -2.922540 -3.543517 0.023 -0.122 -0.070
N 7.874662 -6.973126 -2.864668 -0.146 0.065 -0.272
H 1.549598 -1.853709 -5.302543 0.208 0.014 -0.159
H -1.957888 -2.578017 -4.461901 -0.024 0.099 -0.083
H -8.570330 8.217364 4.576956 0.032 -0.068 0.068
O 2.757433 -3.000927 -3.326133 -0.216 -0.296 0.113
H 9.536643 -5.256186 -1.180588 0.176 -0.069 0.053
H 9.486754 -4.729462 -4.831722 0.018 -0.044 0.004
O -10.336234 5.324154 4.477551 0.312 0.045 0.333
H 3.323676 -3.573080 -5.193880 -0.037 -0.030 -0.014
H -1.237529 -2.461118 -6.058395 0.083 0.070 0.014
H 5.485983 2.141364 3.748059 -0.125 0.036 -0.142
H -7.243371 2.669700 0.570419 0.275 -1.312 0.131
H 0.519244 -1.351349 -2.307201 0.259 -0.021 -0.036
O -4.989145 0.908428 0.846882 -1.071 -0.227 -2.341
C 5.789578 -4.878873 -1.495528 -0.139 -0.118 0.386
H 6.799663 -4.969915 -1.093156 0.121 0.183 -0.140
H -4.898541 5.759544 4.278701 -0.162 -0.073 -0.089
N 2.852346 2.618903 3.369586 -0.221 -0.266 0.114
N -7.480796 6.513393 4.032385 0.089 0.081 0.216
O 5.162727 -6.151770 -1.546265 0.011 0.192 -0.415
C -7.307459 1.543517 0.546861 0.344 -1.230 -1.528
H -7.358542 5.984569 6.082214 0.151 0.015 0.207
H -7.496658 1.093229 1.568407 0.049 0.741 -1.280
H -10.282465 3.312830 4.804650 -0.001 0.110 0.022
O -5.925437 0.243845 -1.187474 0.671 1.009 2.285
O 9.035952 -4.224746 -2.914325 0.289 -0.251 0.197
H 6.535326 2.197407 1.708383 -0.047 0.094 -0.024
H 0.760947 0.638335 3.185862 0.140 -0.005 -0.166
H 4.473132 -7.531350 -2.844201 0.021 0.015 0.043
H -10.688976 7.213217 5.083461 0.018 -0.046 -0.026
C -6.728850 6.385273 5.280205 0.063 -0.309 -0.429
O 4.958531 0.909495 2.129294 0.079 0.419 0.010
H -4.279594 2.097523 -1.929467 0.449 -1.171 -0.122
H 3.400127 1.481347 5.042817 -0.038 0.028 -0.037
H 1.385821 -3.937031 -2.074061 -0.028 -0.185 0.042
H -9.517673 6.379525 6.077068 0.105 -0.151 -0.032
H -2.421513 1.428275 1.341571 0.159 0.762 -0.731
H 7.912098 -6.385010 -2.040241 0.052 -0.059 -0.065
H 0.367744 0.373760 -2.003721 -0.015 0.015 -0.115
C 1.286653 -2.916465 -5.250050 0.008 -0.251 0.429
H 1.897130 0.130145 1.366061 0.019 0.102 0.075
C 2.435218 -3.644814 -4.559277 0.133 0.456 -0.343
H -9.164639 7.340877 3.177146 -0.071 0.032 0.109
C 0.538746 1.657008 2.854365 -0.264 0.369 0.427
H 5.212837 -6.155529 -3.630334 0.134 0.150 0.056
H -6.365892 7.370890 5.585987 -0.039 -0.011 -0.025
C 2.465689 -3.800346 -2.188779 0.116 0.157 -0.054
H -9.143270 4.228558 5.806701 0.080 0.058 -0.046
C 9.820744 -4.359943 -1.739643 -0.192 0.175 -0.087
H -6.009434 2.511736 3.674823 0.015 0.062 0.071
C 8.079328 -6.141472 -4.049954 0.275 0.060 0.455
H 2.211172 -4.707770 -4.423904 -0.109 0.103 0.125
H 4.904165 2.814673 1.297460 0.132 0.156 0.025
H 5.652917 1.541691 0.317743 -0.028 -0.056 0.099
C -9.835113 6.530654 5.040008 -0.198 0.360 -0.249
H -8.099071 1.271733 -0.215946 0.658 0.272 1.187
H -7.667107 5.587611 3.664842 0.004 0.072 0.057
H 1.177954 -0.169174 -3.482624 -0.027 -0.103 -0.011
O 0.561156 1.748424 1.429286 -0.004 -0.329 0.130
H -4.939188 5.471791 6.020831 0.001 0.019 -0.035
C 5.544543 1.928088 1.332253 -0.072 -0.257 -0.066
C -9.594950 4.162471 4.814132 -0.395 -0.059 -0.258
H -6.338983 4.076164 2.909500 0.135 0.033 -0.171
H -4.051363 -0.732641 -0.740831 -0.852 0.912 -0.704
C 9.299382 -5.240576 -3.882467 -0.454 0.135 -0.387
H 1.105457 3.695033 3.182578 -0.103 -0.067 0.047
H 3.046476 2.632198 2.374967 0.090 0.057 0.104
H -8.829513 3.967972 4.059690 0.213 -0.093 0.122
H -1.773204 -0.268425 -5.245929 0.016 0.007 0.051
C 4.895240 1.250048 3.514587 -0.294 -0.483 0.171
O -5.993480 4.097297 4.955115 0.253 0.012 -0.521
```
Positions in Å, forces in eV/Å.

Output
E_LUMO   -2.6 eV
Charge   +1
HOMO-LUMO gap   7.3 eV

Atomic partial charges in e from the Mulliken method, atoms 1 to 8: C 0.303; C -0.149; C -0.689; H 0.340; H 0.395; H -0.492; H 0.449; H 0.182